# 1
Molecular formula: C5H20N2O5
Method: DFT, ωB97M-V with the def2-TZVPD basis set

Last column: Mulliken charge in e.
Element x y z (Å)
C -1.29 -2.78 0.85  -1.4910
C -0.36 -1.91 0.05  0.0524
C -1.05 -1.07 -1.02  -0.5065
N -1.62 -1.81 -2.14  -0.6838
N 0.39 -1.00 0.95  0.1828
C 1.83 -1.09 0.92  -1.0523
C -0.22 -0.19 1.82  0.3640
O 0.37 0.41 2.72  -0.7287
H -2.09 -2.21 1.33  0.3220
H -0.80 -3.49 1.52  0.3730
H -1.83 -3.47 0.19  0.4552
H 0.38 -2.50 -0.50  0.4179
H -1.88 -0.53 -0.56  0.2477
H -0.33 -0.32 -1.36  0.2420
H -1.84 -1.12 -2.87  0.2819
H -0.99 -2.48 -2.57  0.2881
H 2.20 -0.32 1.58  0.3581
H 2.15 -2.08 1.25  0.3073
H 2.16 -0.96 -0.11  0.3031
H -1.31 -0.11 1.76  0.3002
O -0.57 3.01 2.33  -0.6764
H 0.10 3.50 1.83  0.3118
H -0.05 2.28 2.67  0.3422
O 1.13 -0.23 -3.62  -0.6626
H 0.44 -0.75 -3.17  0.3202
H 1.63 0.16 -2.87  0.3597
O 2.52 1.55 -1.62  -0.6608
H 1.78 1.85 -1.07  0.2949
H 3.11 1.22 -0.91  0.3284
O -1.47 3.66 -0.19  -0.6307
H -0.75 3.38 -0.76  0.2816
H -1.61 3.13 0.60  0.3583

For the orbital gap, the calculation gives 10.09 eV. The calculation puts the molar mass at 188.2 g/mol. As for the structure (SMILES): C[C@@H](CN)N(C)C=O.O.O.O.O. Its net charge is 0. Its max |F| is 1.63 eV/Å. The value obtained for the energy above the lowest of the compared OMol25 structures with the same formula, charge and spin is 1.440 eV. The calculation puts the HOMO energy at -0.3703 Ha.

***

# 2
Molecular formula: C39H33LaN5O3S2
Method: DFT, ωB97M-V with the def2-TZVPD basis set

Last column: Mulliken charge in e.
Element x y z (Å)
La 12.32 12.72 13.51  1.1230
C 13.65 10.38 17.66  -0.7245
O 14.58 11.45 17.15  -0.4133
C 14.12 11.83 15.95  0.2081
N 12.95 11.38 15.62  -0.0984
C 12.39 10.62 16.78  0.3925
C 11.60 9.38 16.45  -0.3369
C 11.86 8.19 17.16  -0.5329
C 11.19 7.03 16.87  -0.7970
C 10.18 7.01 15.87  -0.6704
C 9.93 8.18 15.18  -0.4461
C 10.63 9.35 15.46  0.8922
C 15.01 12.73 15.23  0.7421
C 16.31 13.01 15.63  -0.6596
C 17.06 13.93 14.90  -0.5861
C 16.48 14.54 13.78  -0.6134
C 15.17 14.22 13.44  0.3703
N 14.51 13.29 14.13  -0.1068
C 14.51 14.70 12.24  0.0793
N 13.32 14.35 11.82  0.4022
C 12.96 15.25 10.67  0.3549
C 14.34 15.86 10.32  -0.8837
O 15.17 15.68 11.57  -0.3978
C 12.26 14.59 9.50  -0.3581
C 12.59 15.02 8.21  -0.5385
C 12.04 14.39 7.09  -0.7621
C 11.14 13.33 7.24  -0.5813
C 10.82 12.90 8.53  -0.8167
C 11.35 13.54 9.63  0.3652
H 13.43 10.56 18.74  0.3134
H 14.18 9.43 17.44  0.4873
H 11.71 11.31 17.28  0.3498
H 12.68 8.19 17.87  0.3926
H 11.49 6.10 17.37  0.3667
H 9.62 6.13 15.59  0.4123
H 9.21 8.18 14.34  0.3303
H 10.45 10.26 14.87  -0.0623
H 16.69 12.46 16.47  0.6101
H 18.09 14.14 15.21  0.4385
H 17.00 15.25 13.13  0.5497
H 12.31 16.03 11.10  0.3085
H 14.31 16.93 10.11  0.3823
H 14.91 15.34 9.51  0.4451
H 13.29 15.84 8.09  0.4765
H 12.27 14.76 6.10  0.3749
H 10.68 12.90 6.36  0.4047
H 10.19 12.04 8.64  0.5720
H 11.06 13.16 10.58  0.4069
C 8.06 10.57 12.68  -0.9078
C 9.00 11.75 12.56  0.4410
N 10.31 11.48 12.43  0.8883
N 10.64 10.18 12.20  -0.6081
C 11.86 9.93 11.77  0.0599
S 13.23 10.95 11.43  -0.5348
S 12.08 8.20 11.89  -0.0946
C 12.20 7.46 10.25  -1.0943
C 10.89 7.56 9.51  0.5532
C 10.57 8.80 8.98  0.0757
C 9.33 9.04 8.43  -0.7406
C 8.39 8.03 8.42  -0.5851
C 8.68 6.78 8.98  -0.5203
C 9.91 6.54 9.52  -0.5729
C 8.56 13.13 12.61  0.1416
C 7.37 13.48 11.94  -1.0736
C 7.03 14.80 11.79  -0.7974
C 7.67 15.84 12.45  -0.4144
C 8.81 15.55 13.17  -0.4279
C 9.38 14.27 13.08  0.5356
O 10.62 14.24 13.51  -0.6054
H 8.36 9.93 13.53  -0.1978
H 8.15 9.95 11.77  0.3144
H 6.99 10.83 12.77  0.5092
H 12.49 6.41 10.41  0.4413
H 13.00 7.99 9.73  0.3681
H 11.32 9.58 8.98  0.4777
H 9.12 10.02 7.99  0.4359
H 7.41 8.19 7.98  0.3953
H 7.92 6.01 8.95  0.3751
H 10.13 5.56 9.93  0.3947
H 6.74 12.71 11.52  0.4049
H 6.25 15.08 11.10  0.3837
H 7.27 16.85 12.39  0.4091
H 9.39 16.28 13.75  0.4047

For the orbital gap, the calculation gives 5.47 eV. The calculation puts the molar mass at 822.8 g/mol. Its net charge is +1. Its max |F| is 4.62 eV/Å. The value obtained for the energy above the lowest of the compared OMol25 structures with the same formula, charge and spin is 0.000 eV. The calculation puts the HOMO energy at -0.3585 Ha.

***

# 3
Molecular formula: C5H10O
Method: DFT, ωB97M-V with the def2-TZVPD basis set

Last column: Mulliken charge in e.
Element x y z (Å)
C 0.71 -0.50 -1.48  -1.3103
C -0.28 -0.99 -0.44  0.2013
C 0.10 -1.19 1.00  -0.8271
C -0.86 -0.10 0.62  0.1641
C -0.37 1.31 0.80  -1.0026
O -0.53 2.13 -0.35  -0.4734
H 0.21 0.12 -2.23  0.3043
H 1.51 0.11 -1.03  0.2454
H 1.19 -1.34 -1.98  0.3904
H -0.98 -1.73 -0.83  0.3325
H -0.27 -2.04 1.55  0.2810
H 1.10 -0.86 1.28  0.2213
H -1.91 -0.25 0.85  0.3791
H -0.78 1.80 1.68  0.3905
H 0.74 1.28 0.94  0.3510
H 0.42 2.24 -0.38  0.3524

For the orbital gap, the calculation gives 11.00 eV. The calculation puts the molar mass at 86.1 g/mol. As for the structure (SMILES): C[C@H]1C[C@H]1CO. Its net charge is 0. Its max |F| is 2.19 eV/Å. The value obtained for the energy above the lowest of the compared OMol25 structures with the same formula, charge and spin is 1.663 eV. The calculation puts the HOMO energy at -0.3669 Ha.

***

# 4
Molecular formula: C25H33N3O4S
Method: DFT, ωB97M-V with the def2-TZVPD basis set

Last column: Mulliken charge in e.
Element x y z (Å)
C -1.80 -0.71 3.45  -1.1080
C -0.36 -0.19 3.54  -0.1732
C 0.68 -1.28 3.25  -1.0709
N 0.46 -2.01 2.01  0.2716
C 0.23 -3.44 2.10  -1.2662
C -1.24 -3.77 2.41  0.6247
O -1.59 -4.17 3.50  -0.6596
N -2.03 -3.53 1.34  0.1758
C -3.42 -3.61 1.23  0.6472
C -4.23 -3.88 2.33  -0.6098
C -5.60 -3.93 2.19  -0.6774
C -6.18 -3.71 0.95  -0.6295
C -5.38 -3.44 -0.14  -0.7201
C -4.00 -3.39 -0.03  0.8457
C -3.15 -3.11 -1.24  -1.2854
C 0.32 -1.43 0.80  0.1427
O -0.11 -2.04 -0.17  -0.7598
C 0.76 -0.01 0.65  0.1128
C -0.15 0.94 0.20  -0.3355
C 0.25 2.25 -0.01  -0.7571
C 1.58 2.59 0.21  0.0181
S 2.13 4.26 -0.15  1.2718
O 0.99 5.13 -0.08  -0.7339
O 3.27 4.54 0.67  -0.7286
N 2.63 4.22 -1.73  0.0397
C 3.93 3.66 -1.98  -0.9753
C 3.94 2.25 -2.59  -0.0763
C 3.84 2.27 -4.11  -0.9354
C 2.47 2.69 -4.64  -0.5620
C 1.99 4.05 -4.14  -1.0081
C 1.55 4.03 -2.68  -0.2726
C 2.50 1.65 0.63  -0.8270
C 2.09 0.35 0.85  -0.2101
H -2.05 -0.98 2.43  0.1443
H -2.49 0.06 3.78  0.5217
H -1.93 -1.58 4.09  0.2527
H -0.17 0.17 4.55  0.4787
H -0.24 0.65 2.86  0.0772
H 1.68 -0.82 3.24  0.4340
H 0.65 -2.01 4.05  0.5156
H 0.85 -3.85 2.90  0.5416
H 0.52 -3.89 1.15  0.3934
H -1.55 -3.20 0.50  0.0675
H -3.77 -4.06 3.29  0.4984
H -6.22 -4.15 3.05  0.3917
H -7.26 -3.75 0.84  0.3813
H -5.83 -3.27 -1.11  0.3396
H -2.50 -2.26 -1.10  0.1580
H -2.53 -3.98 -1.48  0.3501
H -3.79 -2.91 -2.10  0.3842
H -1.18 0.66 0.02  0.4676
H -0.44 3.02 -0.33  0.5900
H 4.49 4.33 -2.65  0.4194
H 4.44 3.67 -1.02  0.4054
H 4.88 1.77 -2.31  0.3879
H 3.13 1.66 -2.16  0.0886
H 4.60 2.95 -4.50  0.3589
H 4.06 1.27 -4.49  0.3440
H 2.51 2.71 -5.73  0.3567
H 1.73 1.93 -4.36  0.2824
H 2.76 4.80 -4.28  0.3466
H 1.12 4.35 -4.73  0.3852
H 0.85 4.84 -2.48  0.4343
H 1.02 3.08 -2.48  0.2318
H 3.52 1.95 0.79  0.5237
H 2.80 -0.40 1.17  0.6790

For the orbital gap, the calculation gives 8.50 eV. The calculation puts the molar mass at 471.6 g/mol. As for the structure (SMILES): CCCN(CC(=O)Nc1ccccc1C)C(=O)c1ccc(S(=O)(=O)N2CCCCCC2)cc1. Its net charge is 0. Its max |F| is 1.12 eV/Å. The value obtained for the energy above the lowest of the compared OMol25 structures with the same formula, charge and spin is 0.000 eV. The calculation puts the HOMO energy at -0.3079 Ha.

***

# 5
Molecular formula: C37H35IN2O7P4TeV
Method: DFT, ωB97M-V with the def2-TZVPD basis set

Last column: Mulliken charge in e.
Element x y z (Å)
V 1.27 0.09 -1.04  -1.1480
Te 0.25 -2.88 1.71  0.3660
C -1.26 -2.98 3.26  0.0735
C -2.59 -2.75 2.94  0.1074
C -3.54 -2.76 3.95  -0.5688
N -3.25 -2.97 5.23  -0.6597
C -1.98 -3.20 5.53  -0.3509
C -0.95 -3.22 4.60  -0.4295
C -0.78 -1.12 0.94  -1.2634
P 0.49 0.14 1.08  2.4568
C -0.29 1.76 1.39  0.3784
C 0.59 2.82 1.65  -0.6678
C 0.10 4.09 1.84  -0.6888
C -1.27 4.32 1.79  -0.7403
C -2.14 3.28 1.54  -0.5973
C -1.65 2.00 1.33  -0.0030
C 1.26 -0.01 2.72  0.3460
C 2.63 -0.11 2.89  -0.4308
C 3.16 -0.20 4.16  -0.6334
C 2.33 -0.18 5.26  -0.6704
C 0.95 -0.08 5.10  -0.6493
C 0.42 0.02 3.83  -0.6330
P -0.81 -1.25 -0.89  1.3073
C -2.42 -0.56 -1.41  1.1390
C -2.62 -0.42 -2.78  -0.7360
C -3.84 0.02 -3.26  -0.6829
C -4.88 0.30 -2.37  -0.7751
C -4.69 0.14 -1.01  -1.2127
C -3.46 -0.30 -0.53  0.0830
C -1.27 -3.02 -1.13  0.2097
C -2.56 -3.42 -0.80  -0.4947
C -2.92 -4.76 -0.83  -0.6061
C -1.99 -5.71 -1.20  -0.6232
C -0.71 -5.32 -1.57  -0.7068
C -0.36 -3.98 -1.55  0.0416
H -2.87 -2.56 1.92  0.3213
H -4.58 -2.58 3.74  0.3766
H -1.78 -3.38 6.58  0.3788
H 0.07 -3.41 4.90  0.3850
H 1.65 2.62 1.68  0.4625
H 0.77 4.92 2.04  0.4369
H -1.67 5.32 1.95  0.3650
H -3.21 3.46 1.51  0.4540
H -2.31 1.17 1.12  0.1339
H 3.27 -0.13 2.01  0.2315
H 4.23 -0.28 4.30  0.4475
H 2.74 -0.24 6.26  0.3875
H 0.30 -0.06 5.96  0.4603
H -0.65 0.09 3.67  0.3811
H -1.81 -0.66 -3.46  0.3420
H -3.99 0.14 -4.32  0.4284
H -5.83 0.63 -2.75  0.3843
H -5.49 0.33 -0.32  0.4692
H -3.32 -0.48 0.53  0.3549
H -3.30 -2.69 -0.51  0.2740
H -3.93 -5.04 -0.57  0.4400
H -2.26 -6.76 -1.20  0.3886
H 0.01 -6.06 -1.87  0.4254
H 0.65 -3.70 -1.84  0.2543
C 2.01 3.66 -4.03  -1.9897
C 1.00 2.54 -3.86  1.1931
O 0.10 2.48 -4.93  -0.7007
P 1.85 0.91 -3.87  0.6885
O 3.38 1.05 -3.43  -0.5268
O 2.04 0.58 -5.43  -0.6288
O 1.22 -0.21 -3.16  -0.7701
P 0.03 2.56 -2.29  1.0038
O -0.11 4.15 -2.05  -0.6657
O -1.27 1.93 -2.57  -0.8122
O 0.89 2.02 -1.19  -0.2264
H 2.54 3.54 -4.97  0.4634
H 2.70 3.66 -3.19  0.3589
H 1.49 4.62 -4.05  0.3582
H -0.78 2.31 -4.54  0.4077
H 3.86 1.66 -3.99  0.3404
H 1.22 0.70 -5.92  0.3813
H -0.92 4.34 -1.58  0.3790
I 2.91 -2.18 -0.85  0.2468
C 3.97 -0.33 -0.83  0.1362
C 5.33 -0.21 -0.92  -0.8086
C 5.86 1.08 -0.86  -0.5383
C 4.97 2.14 -0.69  -1.0785
C 3.62 1.90 -0.65  -0.6319
N 3.09 0.67 -0.75  1.7142
H 5.95 -1.09 -1.03  0.5694
H 6.92 1.24 -0.92  0.4207
H 5.33 3.15 -0.60  0.4701
H 2.90 2.71 -0.55  0.7265

For the orbital gap (alpha / beta), the calculation gives 6.43 / 6.03 eV. The calculation puts the molar mass at 1049.0 g/mol. Its net charge is 0. Its max |F| is 2.40 eV/Å. The value obtained for the energy above the lowest of the compared OMol25 structures with the same formula, charge and spin is 0.579 eV. Its spin multiplicity is 2. The calculation puts the HOMO energy (alpha / beta) at -0.2449 / -0.2362 Ha.

***

# 6
Molecular formula: C2H6ClPS
Method: DFT, ωB97M-V with the def2-TZVPD basis set

Last column: Mulliken charge in e.
Element x y z (Å)
C -1.00 -1.59 1.03  -1.0493
C 1.73 0.76 -0.39  -0.4673
P -0.99 0.66 -1.22  0.2331
S 0.28 2.01 -0.27  -0.0945
Cl -2.66 1.70 -1.56  -0.2191
H -0.01 -1.95 1.21  0.3469
H -1.74 -2.24 0.66  0.3312
H -1.30 -0.73 1.69  0.3363
H 2.22 0.63 -1.44  0.2876
H 1.07 -0.12 -0.15  -0.0252
H 2.40 0.87 0.46  0.3204

For the orbital gap (alpha / beta), the calculation gives 8.01 / 7.48 eV. The calculation puts the molar mass at 128.6 g/mol. Its net charge is 0. Its max |F| is 2.35 eV/Å. The value obtained for the energy above the lowest of the compared OMol25 structures with the same formula, charge and spin is 2.803 eV. The calculation puts the HOMO energy (alpha / beta) at -0.3194 / -0.2749 Ha.

***

# 7
Molecular formula: C5H16NSi
Method: DFT, ωB97M-V with the def2-TZVPD basis set

Last column: Mulliken charge in e.
Element x y z (Å)
C -1.17 -2.78 0.91  -1.2074
C -1.03 1.60 -1.28  -1.0652
C -0.30 -1.66 1.69  -0.5602
C 0.70 -0.51 -0.19  -0.9721
C 0.48 1.28 -1.32  -0.2906
N -0.20 -0.46 0.93  -0.0984
Si 1.83 2.62 -0.71  0.4434
H -1.69 -3.28 1.74  0.3007
H -1.68 -2.44 0.10  0.4541
H -0.60 -3.45 0.35  0.4181
H -1.49 1.33 -0.28  0.2276
H -1.60 1.02 -2.02  0.3334
H -1.27 2.55 -1.47  0.4839
H 0.58 -1.98 2.20  0.4206
H -0.92 -1.27 2.47  0.4032
H 1.74 -0.46 0.12  0.4632
H 0.62 -1.44 -0.84  0.3761
H 0.75 0.68 -2.14  0.4947
H -1.17 -0.37 0.40  0.2528
H 0.08 0.44 1.33  0.3848
H 2.48 1.80 0.25  -0.1154
H 1.05 3.84 -0.53  -0.0663
H 2.81 2.93 -1.73  -0.0807

For the orbital gap, the calculation gives 10.73 eV. The calculation puts the molar mass at 118.3 g/mol. Its net charge is +1. Its max |F| is 5.27 eV/Å. The value obtained for the energy above the lowest of the compared OMol25 structures with the same formula, charge and spin is 4.036 eV. The calculation puts the HOMO energy at -0.5099 Ha.

***

# 8
Molecular formula: C17H22BBeF4N3
Method: DFT, ωB97M-V with the def2-TZVPD basis set

Last column: Mulliken charge in e.
Element x y z (Å)
Be -0.62 -1.92 -0.62  0.0678
N 1.02 -1.71 -1.15  0.0042
C 2.10 -1.67 -0.17  0.4733
C 3.39 -1.80 -0.67  -0.5527
C 4.49 -1.72 0.15  -0.6499
C 4.29 -1.47 1.50  -0.8744
C 3.00 -1.34 1.99  -1.1016
C 1.86 -1.46 1.19  1.3989
C 0.49 -1.34 1.81  0.9324
C 0.37 -1.16 3.19  -0.9622
C -0.86 -0.98 3.80  -0.6922
C -2.01 -0.97 3.02  -0.9745
C -1.90 -1.19 1.66  -0.2855
C -0.67 -1.39 1.02  0.2179
H 1.37 -2.15 -2.00  0.3856
H 0.84 -0.71 -1.40  0.3427
H 3.52 -1.97 -1.74  0.3344
H 5.49 -1.82 -0.26  0.3817
H 5.13 -1.37 2.17  0.3983
H 2.90 -1.14 3.05  0.2720
H 1.24 -1.18 3.84  0.2777
H -0.92 -0.85 4.87  0.3858
H -2.98 -0.81 3.48  0.4201
H -2.81 -1.19 1.06  0.4021
F -3.30 -2.57 -2.33  -0.4135
B -2.86 -1.25 -2.47  0.4044
F -2.60 -0.90 -3.77  -0.3349
F -3.63 -0.35 -1.77  -0.3684
F -1.49 -1.26 -1.77  -0.0719
C -1.67 3.68 -2.02  -1.6008
C -0.56 3.51 -0.98  2.0652
C -1.13 3.60 0.45  -1.6510
C 0.55 4.56 -1.18  -1.6615
C 0.04 2.18 -1.16  -0.4186
N 0.47 1.12 -1.29  -0.5200
H -2.10 4.68 -1.93  0.4081
H -2.46 2.95 -1.87  0.3533
H -1.28 3.56 -3.03  0.3916
H -1.52 4.60 0.61  0.4218
H -0.36 3.39 1.19  0.3865
H -1.93 2.88 0.58  0.3782
H 0.12 5.56 -1.07  0.4037
H 0.98 4.48 -2.18  0.3895
H 1.34 4.43 -0.45  0.3855
N -1.19 -3.63 -0.80  -0.4160
H -0.72 -4.37 -0.28  0.3091
H -1.26 -3.91 -1.78  0.2772
H -2.16 -3.59 -0.48  0.2808

For the orbital gap, the calculation gives 8.32 eV. The calculation puts the molar mass at 364.2 g/mol. Its net charge is 0. Its max |F| is 0.63 eV/Å. The calculation puts the HOMO energy at -0.2995 Ha.